{"formula": "C4H9NO2", "method": "the ωB97M-V functional and the def2-TZVPD basis", "symbols": ["C", "C", "O", "C", "N", "C", "O", "H", "H", "H", "H", "H", "H", "H", "H", "H"], "coordinates": [[0.528, 1.777, 0.132], [-0.548, 0.593, 0.044], [-1.010, 0.567, 1.454], [0.050, -0.718, -0.661], [1.151, -1.237, 0.271], [-0.678, -1.943, -0.939], [-1.677, -2.255, -0.279], [1.063, 1.692, 1.007], [0.001, 2.748, 0.206], [1.124, 1.895, -0.790], [-1.318, 0.992, -0.621], [-1.112, 1.510, 1.629], [0.230, -0.380, -1.785], [1.164, -0.457, 0.889], [0.964, -2.071, 0.831], [0.068, -2.714, -1.388]], "nbo_charge": [-0.645, 0.089, -0.715, -0.155, -0.828, 0.402, -0.502, 0.209, 0.208, 0.220, 0.176, 0.465, 0.199, 0.368, 0.382, 0.129], "e_above_lowest_kcal_mol": 86.6, "homo_ev": -9.458, "e_lumo_ev": 0.74, "gap_ev": 10.20, "smiles": "C[C@H](O)[C@@H](N)C=O"}



{"formula": "C21H19F24NO7S", "method": "the ωB97M-V functional and the def2-TZVPD basis", "symbols": ["C", "C", "C", "O", "S", "O", "O", "O", "C", "C", "C", "N", "H", "H", "H", "H", "H", "H", "H", "C", "C", "C", "F", "F", "F", "F", "O", "C", "C", "F", "F", "F", "F", "H", "H", "H", "H", "C", "C", "C", "F", "F", "F", "F", "O", "C", "C", "F", "F", "F", "F", "H", "H", "H", "H", "C", "C", "C", "F", "F", "F", "F", "O", "C", "C", "F", "F", "F", "F", "H", "H", "H", "H"], "coordinates": [[2.970, 3.549, -0.234], [2.534, 2.521, 0.200], [1.998, 1.212, 0.620], [0.759, 1.414, 1.357], [-0.495, 1.191, 0.384], [-1.610, 0.678, 1.091], [-0.689, 2.329, -0.449], [0.183, 0.007, -0.485], [1.534, 0.461, -0.675], [2.491, -0.499, -1.365], [1.913, -0.859, -2.738], [2.114, -0.115, -3.737], [3.292, 4.407, -0.775], [2.675, 0.657, 1.260], [1.441, 1.275, -1.403], [3.424, 0.051, -1.493], [2.707, -1.388, -0.768], [1.313, -1.762, -2.808], [2.686, 0.685, -3.464], [-4.652, -0.556, 3.756], [-3.431, -1.366, 4.230], [-2.659, -2.166, 3.181], [-3.416, -3.127, 2.616], [-1.605, -2.782, 3.775], [-3.787, -2.164, 5.261], [-2.541, -0.456, 4.717], [-5.946, -1.110, 3.962], [-6.545, -1.937, 3.036], [-6.820, -3.326, 3.617], [-5.678, -3.917, 4.012], [-7.388, -4.098, 2.663], [-5.855, -1.999, 1.885], [-7.748, -1.395, 2.745], [-4.654, 0.328, 4.391], [-4.524, -0.190, 2.737], [-2.275, -1.501, 2.401], [-7.495, -3.251, 4.471], [-1.646, 5.080, 3.888], [-0.555, 6.129, 4.173], [-0.957, 7.605, 4.161], [-1.394, 7.997, 2.950], [0.127, 8.356, 4.469], [0.499, 5.925, 3.355], [-0.127, 5.887, 5.446], [-1.716, 4.523, 2.585], [-2.467, 5.098, 1.579], [-1.590, 5.529, 0.402], [-0.668, 6.432, 0.794], [-2.366, 6.105, -0.545], [-3.236, 6.104, 2.035], [-3.301, 4.144, 1.119], [-1.373, 4.229, 4.511], [-2.624, 5.407, 4.242], [-1.734, 7.800, 4.905], [-1.081, 4.662, -0.023], [3.775, -5.696, -6.308], [5.207, -6.242, -6.154], [5.667, -6.665, -4.757], [5.679, -5.629, -3.897], [6.929, -7.146, -4.839], [6.087, -5.371, -6.690], [5.257, -7.378, -6.906], [3.599, -4.288, -6.380], [3.427, -3.512, -5.252], [4.554, -2.487, -5.101], [5.751, -3.096, -5.006], [4.356, -1.774, -3.966], [3.274, -4.257, -4.139], [2.284, -2.821, -5.419], [3.458, -6.039, -7.291], [3.088, -6.155, -5.597], [5.021, -7.455, -4.362], [4.573, -1.808, -5.955]], "lowdin_charge": [0.168, -0.055, -0.234, -0.149, 0.627, -0.210, -0.207, -0.129, -0.318, -0.095, -0.231, 0.114, 0.045, 0.162, 0.131, 0.129, 0.126, 0.115, 0.059, -0.035, -0.439, -0.301, 0.098, 0.091, 0.132, 0.103, 0.045, -0.543, -0.289, 0.103, 0.099, 0.156, 0.144, 0.147, 0.147, 0.154, 0.175, -0.040, -0.442, -0.309, 0.100, 0.095, 0.135, 0.101, 0.042, -0.536, -0.282, 0.099, 0.101, 0.151, 0.149, 0.148, 0.146, 0.172, 0.150, -0.039, -0.444, -0.308, 0.097, 0.097, 0.136, 0.104, 0.047, -0.542, -0.279, 0.104, 0.081, 0.145, 0.143, 0.148, 0.146, 0.173, 0.178], "homo_ev": -10.578, "e_lumo_ev": 0.24, "gap_ev": 10.82}



{"formula": "C2H2N2OS", "method": "the ωB97M-V functional and the def2-TZVPD basis", "symbols": ["C", "C", "H", "H", "N", "N", "O", "S"], "coordinates": [[-0.590, 0.332, 0.271], [1.286, -0.036, -0.556], [-1.966, -1.787, 0.856], [1.972, -0.419, -1.205], [0.087, -0.602, -0.605], [0.084, 1.387, 0.589], [1.460, 1.172, 0.085], [-2.333, -0.047, 0.564]], "nbo_charge": [0.140, 0.364, 0.199, 0.194, -0.472, -0.151, -0.296, 0.023], "e_above_lowest_kcal_mol": 77.0, "homo_ev": -9.926, "e_lumo_ev": -0.71, "gap_ev": 9.22}



{"formula": "C3H4N4S", "method": "the ωB97M-V functional and the def2-TZVPD basis", "symbols": ["H", "N", "C", "N", "N", "C", "S", "C", "N", "H", "H", "H"], "coordinates": [[2.163, -1.174, -2.107], [1.559, -1.676, -1.432], [0.868, -0.824, -0.797], [0.913, 0.581, -1.043], [0.190, 1.382, -0.391], [-0.690, 0.954, 0.588], [-1.625, 2.198, 1.419], [-0.789, -0.369, 0.879], [-0.012, -1.250, 0.185], [-1.102, 3.194, 0.705], [-1.451, -0.781, 1.635], [-0.023, -2.237, 0.358]], "nbo_charge": [0.360, -0.710, 0.470, -0.194, -0.126, -0.141, 0.025, 0.045, -0.541, 0.158, 0.225, 0.429], "e_above_lowest_kcal_mol": 21.8, "homo_ev": -8.218, "e_lumo_ev": -0.48, "gap_ev": 7.74, "smiles": "[H]/N=c1\\nnc(S)c[nH]1"}